Density functional theory data (wB97M-V/def2-TZVPD) for a molecular structure, C66H176F6LiN17O20S2 in a non-equilibrium geometry.

Computed properties:
- calculated total energy (Eh) = -6458.44945
- max |F| (eV Å⁻¹) = 7.025
- HOMO level (eV) = -8.53
- multiplicity = 1

Each line ends with the Löwdin charge.
Positions of all 288 atoms, in Å:
Li  -1.222  1.733  2.634  0.5478
C  -0.063  -1.214  -0.330  -0.5869
F  -0.908  -2.282  -0.297  0.1214
F  0.844  -1.259  0.643  0.1176
F  0.666  -1.293  -1.454  0.1138
S  -0.985  0.486  -0.292  0.6894
O  -0.801  1.044  -1.606  -0.2912
O  -2.345  0.126  0.021  -0.3028
N  -0.294  1.506  0.961  -0.3501
S  1.006  2.032  0.342  0.5425
O  1.853  1.041  -0.296  -0.2970
O  0.891  3.228  -0.516  -0.3008
C  1.991  2.562  1.820  -0.5795
F  1.190  2.924  2.876  0.0683
F  2.638  1.515  2.323  0.1267
F  2.849  3.602  1.659  0.1303
C  -6.918  -2.164  -2.254  -0.0649
C  -6.949  -2.414  -3.730  -0.4354
C  -6.828  -1.174  -4.655  -0.1688
O  -8.098  -0.504  -4.520  -0.1976
C  -8.096  0.912  -4.801  -0.0897
N  -5.919  -3.352  -4.114  0.0389
H  -6.563  -3.014  -1.670  0.0670
H  -7.826  -1.731  -1.833  0.0790
H  -6.097  -1.485  -2.021  0.0710
H  -7.878  -2.943  -3.943  0.1369
H  -6.476  -1.449  -5.649  0.1173
H  -6.076  -0.441  -4.360  0.1059
H  -9.134  1.246  -4.815  0.0882
H  -7.495  1.155  -5.677  0.0741
H  -7.560  1.473  -4.035  0.0743
H  -5.875  -4.163  -3.513  0.0613
H  -5.016  -2.907  -4.034  0.0523
C  2.144  3.612  -3.706  -0.0529
C  2.316  2.267  -4.412  -0.4234
C  2.300  0.981  -3.589  -0.1541
O  2.922  -0.125  -4.308  -0.1907
C  2.525  -1.427  -3.921  -0.1154
N  1.458  2.229  -5.615  0.0318
H  2.716  3.839  -2.807  0.0786
H  1.105  3.491  -3.398  0.0712
H  2.197  4.460  -4.389  0.0747
H  3.301  2.414  -4.855  0.1204
H  1.270  0.936  -3.233  0.1073
H  2.963  1.050  -2.727  0.1084
H  2.908  -1.691  -2.936  0.0813
H  3.126  -1.917  -4.687  0.0954
H  1.479  -1.672  -4.110  0.0572
H  1.546  3.114  -6.093  0.0685
H  1.707  1.573  -6.342  0.0790
C  4.267  -5.687  2.875  -0.0537
C  4.055  -7.038  2.207  -0.4348
C  5.090  -7.064  1.036  -0.2448
O  5.174  -5.959  0.238  -0.2112
C  4.120  -5.767  -0.798  -0.0367
N  4.066  -8.041  3.225  0.0491
H  3.582  -5.431  3.683  0.0792
H  4.191  -4.966  2.062  0.0530
H  5.251  -5.402  3.248  0.0804
H  3.086  -7.078  1.710  0.1189
H  5.004  -7.914  0.359  0.1197
H  6.111  -7.147  1.409  0.1281
H  4.229  -6.469  -1.625  0.0831
H  3.996  -4.751  -1.173  0.0775
H  3.140  -5.982  -0.372  0.0699
H  4.146  -8.968  2.833  0.0720
H  4.975  -7.940  3.653  0.0732
C  1.583  7.765  -0.860  -0.0730
C  0.136  8.218  -0.751  -0.4502
C  -0.786  7.186  -0.013  -0.2299
O  -2.022  7.731  0.004  -0.1873
C  -2.771  7.745  -1.203  -0.0812
N  0.249  9.448  -0.045  0.0367
H  1.955  7.555  0.143  0.0673
H  2.175  8.611  -1.209  0.0754
H  1.823  6.908  -1.488  0.0715
H  -0.115  8.510  -1.770  0.1358
H  -0.462  7.029  1.016  0.1208
H  -0.644  6.171  -0.383  0.1231
H  -2.437  8.688  -1.635  0.0879
H  -3.838  7.711  -0.983  0.0946
H  -2.585  6.973  -1.949  0.0786
H  -0.660  9.886  -0.101  0.0703
H  0.077  9.133  0.899  0.0717
C  5.991  4.509  0.346  -0.0600
C  7.140  3.423  0.310  -0.3663
C  7.083  2.519  -0.991  -0.1527
O  6.309  1.343  -0.639  -0.2352
C  6.021  0.501  -1.778  -0.0879
N  8.366  4.229  0.362  0.0075
H  4.999  4.104  0.546  0.0517
H  5.954  5.210  -0.487  0.0723
H  6.216  5.177  1.178  0.0592
H  7.162  2.910  1.271  0.1315
H  8.027  2.186  -1.421  0.1159
H  6.535  3.007  -1.797  0.1121
H  5.601  1.068  -2.610  0.0798
H  5.233  -0.165  -1.428  0.0722
H  6.907  -0.034  -2.118  0.0906
H  8.572  4.545  -0.575  0.0628
H  9.118  3.556  0.405  0.0637
C  3.051  4.984  7.963  -0.0648
C  2.398  5.434  6.593  -0.3641
C  2.859  4.576  5.345  -0.1548
O  2.592  5.409  4.202  -0.2491
C  3.658  6.214  3.695  -0.0800
N  0.919  5.397  6.843  0.0370
H  4.127  5.145  7.897  0.0643
H  2.859  3.942  8.218  0.0683
H  2.690  5.640  8.755  0.0655
H  2.604  6.495  6.445  0.1264
H  2.221  3.692  5.315  0.1050
H  3.881  4.211  5.238  0.1124
H  4.424  5.477  3.456  0.0768
H  4.094  6.925  4.398  0.0839
H  3.190  6.686  2.831  0.0896
H  0.574  4.479  6.601  0.0470
H  0.545  6.076  6.196  0.0568
C  8.049  -1.127  6.646  -0.0857
C  7.488  0.266  6.840  -0.3884
C  6.852  0.856  5.536  -0.1697
O  5.675  0.089  5.300  -0.2081
C  4.843  0.614  4.297  -0.1045
N  6.462  0.086  7.909  0.0299
H  8.776  -1.117  5.834  0.0782
H  7.224  -1.812  6.450  0.0754
H  8.377  -1.547  7.598  0.0758
H  8.264  0.956  7.169  0.1245
H  7.474  0.979  4.650  0.1235
H  6.561  1.894  5.697  0.1102
H  5.227  0.407  3.298  0.0708
H  4.764  1.696  4.409  0.0763
H  3.834  0.201  4.274  0.0839
H  6.471  -0.860  8.263  0.0513
H  5.623  0.045  7.350  0.0485
C  7.639  -2.624  2.848  -0.0623
C  7.321  -2.132  1.417  -0.3529
C  5.817  -2.315  1.036  -0.1914
O  4.948  -1.909  2.052  -0.1843
C  3.622  -1.895  1.624  -0.1246
N  7.595  -0.660  1.526  0.0514
H  7.227  -3.633  2.893  0.0616
H  6.943  -2.223  3.585  0.0649
H  8.675  -2.612  3.186  0.0796
H  7.975  -2.590  0.674  0.1324
H  5.595  -3.373  0.898  0.1078
H  5.644  -1.703  0.150  0.1051
H  3.390  -0.908  1.222  0.0773
H  2.930  -1.967  2.463  0.0885
H  3.315  -2.656  0.906  0.0751
H  7.136  -0.243  0.729  0.0284
H  7.013  -0.470  2.330  0.0293
C  -2.456  -0.959  -3.980  -0.0256
C  -1.792  -0.261  -5.221  -0.3682
C  -2.625  -0.165  -6.527  -0.1898
O  -2.966  -1.443  -7.020  -0.1941
C  -3.827  -1.505  -8.187  -0.0749
N  -1.390  1.085  -4.834  0.0404
H  -1.672  -0.983  -3.223  0.0589
H  -2.713  -1.975  -4.278  0.0463
H  -3.351  -0.465  -3.601  0.0827
H  -0.879  -0.823  -5.419  0.1123
H  -2.076  0.331  -7.327  0.1186
H  -3.531  0.370  -6.242  0.1067
H  -4.519  -0.669  -8.288  0.0767
H  -4.399  -2.430  -8.257  0.0841
H  -3.224  -1.401  -9.089  0.0774
H  -1.343  1.125  -3.826  0.0464
H  -0.522  1.391  -5.251  0.0428
C  0.436  -6.835  4.969  -0.0794
C  -0.527  -7.203  3.848  -0.4056
C  -0.677  -6.032  2.878  -0.1573
O  0.667  -5.522  2.642  -0.1955
C  0.684  -4.352  1.825  -0.0888
N  0.048  -8.421  3.244  0.0319
H  0.344  -7.394  5.901  0.0766
H  0.198  -5.841  5.347  0.0572
H  1.491  -6.723  4.719  0.0683
H  -1.464  -7.562  4.275  0.1298
H  -1.313  -5.273  3.335  0.0987
H  -1.079  -6.456  1.958  0.1229
H  0.023  -3.528  2.093  0.0638
H  0.315  -4.596  0.828  0.0805
H  1.686  -3.955  1.665  0.0613
H  0.554  -9.017  3.883  0.0667
H  0.694  -8.030  2.573  0.0487
C  -4.301  -1.302  3.255  -0.0494
C  -3.015  -0.602  3.609  -0.4013
C  -1.776  -1.527  3.177  -0.1817
O  -1.963  -2.843  3.622  -0.1988
C  -1.431  -2.956  4.967  -0.0627
N  -3.022  0.641  2.908  0.0030
H  -4.199  -1.866  2.328  0.0869
H  -5.140  -0.660  2.987  0.0885
H  -4.628  -2.135  3.878  0.0754
H  -3.019  -0.270  4.647  0.1277
H  -0.871  -1.041  3.545  0.1192
H  -1.759  -1.631  2.092  0.1094
H  -1.997  -3.746  5.461  0.0950
H  -1.543  -2.053  5.566  0.0722
H  -0.368  -3.196  4.958  0.0921
H  -3.275  0.335  1.980  0.0459
H  -3.895  1.081  3.160  0.0848
C  -5.341  4.233  -6.230  -0.0596
C  -4.415  3.065  -6.369  -0.4053
C  -3.727  2.995  -7.758  -0.2154
O  -4.694  3.014  -8.750  -0.2146
C  -4.298  2.837  -10.086  -0.1011
N  -3.312  3.102  -5.394  0.0419
H  -4.919  5.182  -5.900  0.0796
H  -6.169  4.064  -5.543  0.0663
H  -5.881  4.279  -7.175  0.0763
H  -4.959  2.142  -6.168  0.1174
H  -3.059  2.145  -7.901  0.0939
H  -3.092  3.830  -8.052  0.1279
H  -4.187  3.863  -10.438  0.0879
H  -5.082  2.332  -10.650  0.0861
H  -3.371  2.284  -10.239  0.0848
H  -2.867  4.008  -5.397  0.0618
H  -2.592  2.422  -5.595  0.0053
C  0.754  -4.382  -3.271  -0.0532
C  -0.450  -4.410  -4.156  -0.4252
C  -1.916  -4.652  -3.573  -0.1618
O  -2.958  -4.607  -4.554  -0.2219
C  -2.978  -5.639  -5.482  -0.1187
N  -0.488  -3.244  -5.007  0.0614
H  0.758  -5.170  -2.518  0.0790
H  0.862  -3.376  -2.863  0.0476
H  1.616  -4.582  -3.907  0.0872
H  -0.291  -5.247  -4.835  0.1239
H  -2.247  -3.948  -2.810  0.1148
H  -1.828  -5.597  -3.035  0.1068
H  -2.268  -5.615  -6.309  0.0918
H  -3.966  -5.401  -5.875  0.0923
H  -3.072  -6.608  -4.992  0.0888
H  -1.368  -3.160  -5.497  0.0569
H  -0.666  -2.531  -4.315  0.0217
C  -2.159  5.405  4.219  -0.0491
C  -1.330  4.149  4.051  -0.4162
C  -1.897  2.998  4.852  -0.2486
O  -0.954  2.008  4.766  -0.2239
C  -0.757  1.129  5.868  -0.0421
N  -1.335  3.741  2.649  0.0007
H  -2.107  5.782  5.240  0.0796
H  -3.189  5.326  3.872  0.0731
H  -1.788  6.251  3.641  0.0811
H  -0.339  4.367  4.450  0.1210
H  -2.865  2.757  4.413  0.1138
H  -2.182  3.332  5.850  0.1357
H  0.301  0.926  6.030  0.0975
H  -1.139  0.154  5.566  0.0491
H  -1.224  1.494  6.784  0.1034
H  -2.241  3.988  2.276  0.0174
H  -0.758  4.422  2.176  0.0866
C  -6.804  -7.474  -0.370  -0.0391
C  -5.378  -6.863  -0.593  -0.4863
C  -4.633  -6.543  0.684  -0.1529
O  -5.376  -5.579  1.505  -0.2033
C  -4.899  -5.143  2.799  -0.0723
N  -4.640  -7.768  -1.373  0.0219
H  -7.367  -6.677  0.116  0.0684
H  -6.779  -8.392  0.218  0.0789
H  -7.274  -7.638  -1.340  0.0693
H  -5.479  -6.025  -1.282  0.1237
H  -3.683  -6.069  0.436  0.1170
H  -4.545  -7.496  1.206  0.1317
H  -5.332  -5.661  3.655  0.0860
H  -5.121  -4.078  2.867  0.0585
H  -3.809  -5.168  2.806  0.0672
H  -4.985  -7.809  -2.322  0.0798
H  -3.729  -7.338  -1.447  0.0627
C  -5.479  3.093  0.865  -0.0343
C  -4.036  3.411  0.421  -0.3980
C  -3.674  3.657  -1.029  -0.1175
O  -4.128  4.989  -1.419  -0.2124
C  -4.343  5.189  -2.735  -0.1637
N  -3.597  4.550  1.177  0.0357
H  -5.624  3.332  1.918  0.0729
H  -5.748  2.059  0.651  0.0744
H  -6.252  3.633  0.318  0.0811
H  -3.437  2.598  0.833  0.0982
H  -3.964  2.813  -1.654  0.1334
H  -2.598  3.685  -1.200  0.1292
H  -4.345  6.258  -2.946  0.0838
H  -5.211  4.619  -3.066  0.0933
H  -3.471  4.837  -3.287  0.0741
H  -3.355  5.374  0.645  0.0832
H  -4.380  4.874  1.727  0.0781

***

Density functional theory data (wB97M-V/def2-TZVPD) for a molecular structure, C66H66BaCl2Ge2IN3O3S4 in a non-equilibrium geometry.

Computed properties:
- calculated total energy (Eh) = -9935.23685
- max |F| (eV Å⁻¹) = 1.918
- HOMO level (eV) = -1.36
- net charge = -2
- relative energy (zero: lowest compared OMol25 entry of this formula, charge and spin) (kJ/mol) = 18.1
- multiplicity = 1

Each line ends with the Löwdin charge.
Positions of all 148 atoms, in Å:
Ba  2.736  -1.059  1.719  1.5704
C  2.677  3.910  3.539  -0.0384
O  3.394  3.853  2.297  -0.0371
C  3.846  2.629  1.981  -0.6372
O  3.824  1.680  2.727  0.0022
N  4.366  2.639  0.715  -0.0232
N  4.523  1.383  0.095  -0.0277
H  2.550  4.966  3.760  0.0900
H  3.233  3.411  4.330  0.0847
H  1.709  3.422  3.436  0.0855
H  3.986  3.375  0.137  0.1201
H  5.317  1.433  -0.529  0.0769
H  3.676  1.197  -0.449  -0.0897
Cl  9.624  -3.832  3.860  0.6186
C  8.059  -3.483  3.149  -0.6257
C  7.596  -4.271  2.136  -0.2007
C  6.350  -4.016  1.549  -0.6524
I  5.676  -5.234  -0.009  0.8525
C  5.510  -2.972  1.950  -0.4853
O  4.370  -2.717  1.444  -0.4613
C  6.039  -2.138  3.023  -0.1446
N  5.257  -1.099  3.400  0.0795
C  5.667  -0.289  4.341  -0.1308
C  6.896  -0.464  5.005  -0.0542
C  7.701  -1.509  4.649  -0.0436
C  7.297  -2.388  3.621  -0.1844
H  8.196  -5.098  1.784  0.0822
H  5.006  0.536  4.582  0.0957
H  7.194  0.225  5.784  0.0967
H  8.650  -1.673  5.144  0.0802
C  0.875  -3.477  -6.818  -0.0586
C  -0.027  -3.472  -5.611  -0.2732
C  0.262  -4.253  -4.505  -0.0081
C  -0.579  -4.302  -3.394  -0.1977
C  -0.258  -5.244  -2.271  -0.0375
C  -1.725  -3.495  -3.382  -0.1678
C  -2.033  -2.705  -4.496  -0.2473
C  -3.290  -1.875  -4.515  -0.0382
C  -1.187  -2.709  -5.595  -0.0297
C  -2.724  -3.605  -2.265  -0.2117
C  -3.738  -4.537  -2.490  -0.0494
C  -4.689  -4.807  -1.524  -0.0791
C  -4.626  -4.129  -0.319  -0.0506
C  -3.634  -3.178  -0.079  -0.2225
C  -2.667  -2.886  -1.055  -0.1829
Ge  -1.148  -1.642  -0.622  -0.0653
S  0.368  -2.722  0.421  -0.0007
S  -0.420  -0.570  -2.477  0.3183
Ge  -0.279  1.180  -1.062  -0.0320
S  1.617  1.443  -0.106  0.1467
S  -1.829  0.304  0.341  0.2821
C  -0.851  2.877  -1.976  -0.1760
C  -0.300  3.222  -3.226  -0.2122
C  -0.612  4.432  -3.839  -0.0547
C  -1.465  5.337  -3.233  -0.0780
C  -1.992  5.022  -1.995  -0.0481
C  -1.688  3.817  -1.356  -0.2091
C  -2.295  3.685  0.007  -0.1660
C  -1.596  4.170  1.116  -0.1922
C  -0.181  4.668  0.999  -0.0269
C  -2.239  4.208  2.352  -0.0159
C  -3.545  3.777  2.510  -0.2692
C  -4.218  3.850  3.856  -0.0508
C  -4.218  3.285  1.395  -0.0169
C  -3.614  3.236  0.147  -0.2412
C  -4.362  2.707  -1.046  -0.0418
C  0.621  2.315  -3.982  -0.1649
C  2.005  2.426  -3.841  -0.2110
C  2.605  3.504  -2.987  -0.0473
C  2.825  1.529  -4.520  -0.0072
C  2.306  0.560  -5.364  -0.2636
C  3.197  -0.452  -6.033  -0.0551
C  0.933  0.538  -5.574  -0.0265
C  0.083  1.406  -4.904  -0.2592
C  -1.399  1.372  -5.167  -0.0478
C  -3.696  -2.497  1.252  -0.1606
C  -3.027  -3.013  2.364  -0.2019
C  -2.215  -4.279  2.309  -0.0538
C  -3.136  -2.345  3.583  -0.0083
C  -3.915  -1.212  3.731  -0.2676
C  -4.015  -0.500  5.054  -0.0498
C  -4.620  -0.750  2.624  -0.0246
C  -4.526  -1.372  1.392  -0.2471
C  -5.308  -0.840  0.219  -0.0384
H  1.800  -4.017  -6.610  0.0718
H  1.139  -2.462  -7.123  0.0533
H  0.389  -3.959  -7.670  0.0741
H  1.160  -4.863  -4.504  0.1114
H  0.462  -5.996  -2.599  0.0739
H  -1.156  -5.749  -1.911  0.0795
H  0.169  -4.708  -1.424  0.0147
H  -3.491  -1.449  -3.532  0.0768
H  -4.156  -2.484  -4.792  0.0810
H  -3.203  -1.060  -5.235  0.0613
H  -1.439  -2.098  -6.458  0.1130
H  -3.750  -5.067  -3.436  0.1182
H  -5.462  -5.547  -1.702  0.0936
H  -5.354  -4.325  0.460  0.1193
H  -0.174  4.653  -4.808  0.1187
H  -1.707  6.278  -3.714  0.0944
H  -2.645  5.723  -1.485  0.1203
H  -0.051  5.298  0.117  0.0803
H  0.512  3.827  0.897  0.0319
H  0.099  5.237  1.887  0.0749
H  -1.698  4.598  3.208  0.0921
H  -3.561  4.311  4.594  0.0653
H  -4.482  2.856  4.221  0.0649
H  -5.140  4.434  3.802  0.0729
H  -5.242  2.937  1.500  0.1117
H  -5.366  2.386  -0.764  0.0698
H  -3.832  1.851  -1.472  0.0645
H  -4.442  3.461  -1.832  0.0769
H  2.191  4.483  -3.240  0.0771
H  3.686  3.538  -3.130  0.0725
H  2.384  3.314  -1.933  0.0236
H  3.900  1.591  -4.379  0.1087
H  4.249  -0.215  -5.876  0.0683
H  3.011  -0.497  -7.109  0.0725
H  3.011  -1.449  -5.625  0.0772
H  0.505  -0.191  -6.256  0.1028
H  -1.621  0.720  -6.013  0.0676
H  -1.786  2.370  -5.378  0.0764
H  -1.928  0.989  -4.290  0.0528
H  -2.360  -4.817  1.374  0.0718
H  -2.491  -4.935  3.139  0.0770
H  -1.153  -4.047  2.383  0.0306
H  -2.589  -2.730  4.439  0.1197
H  -3.473  -1.040  5.830  0.0735
H  -5.057  -0.395  5.366  0.0725
H  -3.583  0.500  4.989  0.0630
H  -5.251  0.128  2.717  0.1097
H  -6.076  -0.143  0.557  0.0721
H  -5.783  -1.643  -0.344  0.0730
H  -4.639  -0.306  -0.463  0.0542
Cl  -0.332  4.048  5.952  0.5589
C  0.207  2.430  5.497  -0.7086
C  -0.532  1.678  4.592  -0.1303
C  -0.104  0.418  4.228  -0.0560
C  1.099  -0.150  4.734  -0.3849
C  1.560  -1.427  4.308  -0.2757
C  1.816  0.663  5.655  -0.0790
C  1.381  1.920  6.029  -0.1684
H  -1.440  2.079  4.161  0.0845
H  -0.682  -0.143  3.501  0.0947
H  0.775  -2.115  3.989  0.0080
H  2.293  -1.900  4.965  0.0134
H  2.743  0.281  6.070  0.0943
H  1.953  2.514  6.734  0.0920